[1]
{
  "formula": "C5H26N2O9",
  "method": "ωB97M-V with the def2-TZVPD basis set",
  "elements": ["C", "C", "C", "C", "N", "C", "N", "H", "H", "H", "H", "H", "H", "H", "H", "O", "H", "H", "O", "H", "H", "O", "H", "H", "O", "H", "H", "O", "H", "H", "O", "H", "H", "O", "H", "H", "O", "H", "H", "O", "H", "H"],
  "coordinates": [[0.841383, -1.903039, -0.746564], [0.956860, -0.477893, -0.209211], [0.014213, 0.482858, -0.868246], [-0.319222, 0.612996, -2.187755], [-1.270919, 1.606795, -2.230199], [-1.483880, 2.034114, -0.974270], [-0.713173, 1.400035, -0.129207], [1.565876, -2.542633, -0.256618], [1.009923, -1.947048, -1.822649], [-0.129989, -2.336468, -0.514270], [0.753140, -0.482640, 0.855739], [1.979588, -0.129643, -0.353471], [0.067984, 0.135782, -3.069074], [-1.765134, 1.888441, -3.054012], [-2.212076, 2.770510, -0.702628], [-2.606377, -1.678398, -0.859430], [-3.079556, -0.848070, -0.635041], [-1.856769, -1.370524, -1.403221], [-2.007107, -1.111237, 1.807141], [-2.135385, -1.558506, 0.940623], [-1.219792, -1.504516, 2.212744], [-3.596177, 0.648479, 0.205231], [-2.936913, 0.476947, 0.898195], [-4.412063, 0.358755, 0.614922], [1.422144, 2.412505, 1.566122], [2.067783, 2.087725, 0.896926], [0.581817, 2.407245, 1.086881], [2.521448, 0.050801, -3.180682], [2.529211, 0.707351, -2.454112], [2.997266, -0.714601, -2.858477], [-0.069991, -1.948254, 2.692168], [-0.104605, -0.967118, 2.852046], [-0.191306, -2.387234, 3.546360], [2.553211, 2.096194, -1.252042], [3.019597, 2.804195, -1.717477], [1.601947, 2.255429, -1.358253], [2.410703, -2.411555, 1.563446], [1.521207, -2.277113, 1.948832], [2.802380, -1.513136, 1.524227], [-0.395056, 0.729345, 2.878515], [0.320736, 1.341809, 2.597001], [-1.032925, 0.801314, 2.149791]],
  "forces_ev_per_angstrom": [[-0.070, -0.171, -0.219], [-0.111, -0.192, -0.429], [-0.070, -0.051, 0.140], [0.032, -0.067, 0.161], [-0.066, -0.064, -0.270], [0.182, 0.071, -0.024], [0.022, -0.034, 0.229], [0.066, 0.070, -0.217], [-0.125, 0.079, -0.084], [-0.173, 0.087, -0.108], [-0.035, 0.208, 0.042], [0.137, 0.031, 0.099], [-0.033, -0.058, -0.038], [-0.135, 0.144, -0.094], [-0.147, 0.189, -0.071], [0.255, 0.311, -0.479], [0.099, -0.206, -0.186], [-0.397, -0.240, 0.316], [-2.594, 0.969, -1.728], [0.105, 0.187, 0.561], [-1.112, -0.685, -0.676], [-0.116, 0.184, 0.076], [0.184, -0.194, 0.054], [-0.372, -0.034, 0.096], [0.754, -0.145, -0.428], [-0.549, 0.349, 0.650], [-0.131, -0.031, -0.281], [-0.150, 0.362, -0.009], [0.201, -0.429, -0.291], [0.144, -0.132, 0.118], [2.173, -0.747, 1.524], [0.840, 0.402, 0.617], [0.122, 0.151, -0.134], [0.018, 0.188, -0.029], [-0.197, -0.050, 0.137], [0.183, 0.084, -0.056], [0.639, 0.753, 0.590], [0.407, -0.068, -0.077], [-0.344, -0.892, 0.129], [0.386, 0.401, -0.097], [-0.081, -0.449, 0.363], [0.057, -0.282, 0.121]],
  "mulliken_charge": [-1.65, 0.51, -0.71, -0.13, 0.03, -0.75, 0.10, 0.52, 0.39, 0.37, -0.13, 0.41, 0.52, 0.19, 0.48, -0.80, 0.44, 0.34, -0.80, 0.41, 0.44, -0.68, 0.36, 0.30, -0.76, 0.32, 0.43, -0.65, 0.38, 0.31, -0.79, 0.34, 0.33, -0.74, 0.31, 0.31, -0.71, 0.46, 0.32, -0.86, 0.48, 0.34],
  "e_homo_ev": -9.33,
  "smiles": "CCc1c[nH]cn1.O.O.O.O.O.O.O.O.O",
  "fmax_ev_per_a": 3.3,
  "relative_energy_kj_mol": 0.0,
  "orbital_gap_ha": 0.3486,
  "spin_multiplicity": 1
}

[2]
{
  "formula": "C5H26NO10",
  "method": "ωB97M-V with the def2-TZVPD basis set",
  "elements": ["O", "C", "N", "C", "C", "C", "O", "C", "H", "H", "H", "H", "H", "H", "H", "H", "H", "H", "H", "H", "O", "H", "H", "O", "H", "H", "O", "H", "H", "O", "H", "H", "O", "H", "H", "O", "H", "H", "O", "H", "H", "O"],
  "coordinates": [[-1.557817, -1.110586, -2.571547], [-1.781882, -0.268529, -1.704401], [-1.272731, -0.295308, -0.479312], [-1.662567, 0.734059, 0.482388], [-0.560803, 0.808130, 1.580796], [-0.153551, 2.229587, 2.196157], [0.757939, 2.756183, 1.278649], [-3.032168, 0.302812, 1.182588], [-2.387235, 0.649770, -1.924163], [-0.597482, -1.021308, -0.352992], [-1.958753, 1.615409, -0.078900], [0.396809, 0.378184, 1.066141], [-0.833632, 0.178386, 2.495980], [-0.884808, 3.013818, 2.129352], [0.161036, 2.170197, 3.254223], [-3.950070, 0.629250, 0.689686], [-3.130317, -0.783371, 1.132254], [-3.035645, 0.666121, 2.189972], [0.431846, -3.302533, 1.815671], [-0.535617, -2.223199, 1.689583], [-0.241511, -2.864433, 2.345736], [2.175491, -0.602416, -2.767044], [1.277451, 0.420937, -3.446764], [1.810767, -0.376733, -3.642208], [2.020774, 0.395190, 2.636490], [1.626971, 2.300368, 1.412334], [2.547631, 0.742775, 1.890404], [2.781830, -1.030979, -0.042300], [2.090743, 0.135692, 1.194822], [1.863772, -0.862173, 0.087881], [0.774761, 1.430330, -0.510546], [1.594844, 0.330516, -1.269376], [1.130490, 1.219152, -1.385687], [1.841637, -2.574960, 0.426887], [1.196263, -3.587726, -0.443336], [1.582357, -3.509648, 0.425688], [-0.099058, 3.201037, -1.652791], [-0.031755, 2.471074, -2.849418], [-0.332094, 3.373109, -2.544698], [0.116904, -1.811282, -2.146255], [-0.396687, -3.264398, -2.084093], [0.255869, -2.662506, -1.707852]],
  "forces_ev_per_angstrom": [[-0.673, 0.803, -0.133], [-0.024, 0.240, -1.064], [-1.098, 0.845, -0.401], [-1.289, -1.435, 1.702], [0.912, 0.108, 0.871], [-0.498, -1.192, -1.722], [1.929, 0.626, -0.041], [0.564, -0.289, -1.046], [0.095, -0.527, 0.148], [0.714, -0.376, 0.763], [0.923, 0.532, 0.036], [-1.898, 0.703, 1.432], [0.200, 0.237, -1.534], [-1.334, -0.203, 0.429], [0.314, -0.199, -0.501], [0.218, 0.482, -0.253], [0.347, -0.051, 0.491], [-0.158, 0.058, 0.649], [0.675, -0.507, -0.362], [-0.164, 0.139, 0.226], [-0.653, 0.425, 0.252], [-0.116, -0.086, -0.591], [0.423, -0.614, -0.079], [-0.186, 0.430, 0.516], [0.711, 0.472, 0.107], [-0.478, -0.039, -0.058], [-1.005, -0.219, 0.919], [1.222, -0.119, -0.123], [1.184, -0.168, -0.715], [-1.064, 0.118, -0.291], [0.370, -0.093, -0.125], [-0.888, 1.114, 1.045], [0.403, -0.466, -0.670], [-0.162, 0.809, -0.043], [-0.279, 0.125, -0.452], [0.584, -1.183, 0.879], [0.355, 0.445, 1.805], [-0.441, 1.342, -0.108], [0.065, -1.637, -1.631], [-0.186, -0.362, -0.283], [-0.065, 0.490, -0.132], [0.448, -0.778, 0.091]],
  "mulliken_charge": [-0.67, 0.04, 0.28, -0.28, 1.72, -0.60, -0.55, -1.52, 0.40, 0.11, 0.58, -1.78, 0.45, 0.33, 0.26, 0.38, 0.39, 0.40, 0.48, 0.28, -0.72, 0.31, 0.39, -0.70, 0.36, 0.45, -0.81, 0.20, 0.31, -1.04, 0.10, 0.28, -0.70, 0.42, 0.40, -0.81, 0.32, 0.38, -0.70, 0.28, 0.27, -0.64],
  "e_homo_ev": -6.33,
  "fmax_ev_per_a": 2.6,
  "relative_energy_kj_mol": 264.3,
  "orbital_gap_ha": 0.3438,
  "spin_multiplicity": 1,
  "total_charge": -1
}

[3]
{
  "formula": "C5H26NO6",
  "method": "ωB97M-V with the def2-TZVPD basis set",
  "elements": ["N", "H", "H", "H", "H", "C", "O", "H", "H", "H", "H", "C", "O", "H", "H", "H", "H", "C", "C", "C", "O", "H", "H", "H", "H", "H", "H", "H", "H", "O", "H", "H", "O", "H", "H", "O", "H", "H"],
  "coordinates": [[0.322602, -1.630409, 0.333933], [0.409229, -1.214351, -0.624405], [1.125094, -2.293169, 0.388530], [-0.531828, -2.203417, 0.182091], [0.195549, -1.004553, 1.124734], [-1.541633, -0.364185, 3.923108], [-0.717903, 0.019569, 2.859254], [-1.977997, -1.354587, 3.755097], [-1.088763, -0.336878, 4.917047], [-2.427306, 0.265783, 4.060317], [0.205295, 0.123768, 3.087172], [1.277684, -0.914828, -2.956833], [0.108953, -0.634137, -2.203497], [2.160946, -0.866329, -2.315056], [1.281676, -1.881144, -3.464003], [1.503857, -0.144390, -3.698544], [-0.595484, -0.407435, -2.820143], [-2.074105, 3.310128, -0.010531], [-0.915620, 2.455530, -0.545732], [-0.322219, 3.022436, -1.820023], [0.056346, 2.453726, 0.488987], [-2.390014, 2.978370, 0.974522], [-2.943550, 3.389073, -0.667237], [-1.726154, 4.345664, 0.021325], [-1.254860, 1.424667, -0.706080], [-0.055960, 4.077491, -1.721182], [-1.085569, 2.964545, -2.599870], [0.627960, 2.547678, -2.072858], [0.704606, 1.726658, 0.430943], [2.618142, -3.132689, -0.017383], [3.404387, -3.010004, 0.530408], [2.952008, -3.482130, -0.853362], [-1.489897, -3.713869, -0.111127], [-1.237022, -4.199598, 0.685646], [-1.839386, -4.388870, -0.705583], [2.034589, 0.628396, 0.656769], [2.522549, 0.563891, 1.488069], [2.703783, 0.879604, 0.005510]],
  "forces_ev_per_angstrom": [[-0.485, -1.385, -1.331], [-0.175, 0.757, 0.886], [-0.285, 0.506, 0.356], [0.286, 0.079, 0.428], [0.012, 0.355, -0.136], [-1.144, -0.483, 1.279], [0.236, 0.043, -1.140], [0.402, -0.112, -0.017], [0.464, -0.174, -0.257], [0.298, 0.444, -0.612], [-0.104, 0.205, 0.671], [1.104, 0.415, -0.516], [0.225, -0.115, -0.368], [-0.283, -0.221, 0.383], [-0.318, -0.064, 0.123], [-0.425, 0.019, -0.094], [-0.112, 0.015, 0.212], [0.247, 0.393, -0.609], [-0.070, 0.228, 0.564], [-0.200, 0.343, -0.046], [0.291, -0.036, 0.424], [0.052, 0.005, 0.025], [0.048, -0.539, -0.123], [0.155, -0.052, 0.457], [-0.096, -0.023, -0.151], [-0.225, 0.032, 0.293], [0.362, -0.164, -0.323], [-0.271, -0.405, -0.282], [-0.637, 0.535, -0.235], [0.441, -0.065, -0.034], [-0.105, -0.077, -0.032], [-0.120, -0.026, 0.083], [0.093, -0.322, 0.233], [-0.174, -0.048, -0.107], [-0.029, 0.173, -0.036], [0.683, -0.494, 0.030], [-0.037, 0.199, -0.073], [-0.105, 0.060, 0.075]],
  "mulliken_charge": [-0.04, 0.15, 0.46, 0.56, 0.19, -0.67, -0.48, 0.26, 0.28, 0.25, 0.26, -0.70, -0.60, 0.22, 0.29, 0.34, 0.29, -1.50, 1.01, -1.26, -0.55, 0.32, 0.39, 0.35, 0.06, 0.37, 0.35, 0.24, 0.29, -0.65, 0.31, 0.30, -0.66, 0.31, 0.29, -0.55, 0.24, 0.26],
  "e_homo_ev": -12.04,
  "fmax_ev_per_a": 2.0,
  "relative_energy_kj_mol": 87.9,
  "orbital_gap_ha": 0.3314,
  "spin_multiplicity": 1,
  "total_charge": 1
}

| no. | LUMO level (eV) |
| --- | --- |
| 1 | 0.16 |
| 2 | 3.02 |
| 3 | -3.02 |